1.
Density functional theory data (wB97M-V/def2-TZVPD) for a 2-piece molecular cluster, C8H10FN2 overall.

Summary:
relative energy (zero: lowest compared OMol25 entry of this formula, charge and spin)	163.60	kJ/mol
total charge	+1
molar mass	153.2	g/mol
HOMO-LUMO gap	8.657	eV
E_LUMO	-4.1	eV
highest occupied orbital energy	-12.804	eV

Geometry (Å):
C: -0.09 2.67 0.16
C: -0.17 1.81 -0.89
C: -0.59 2.27 1.42
C: -0.83 0.55 -0.74
C: -1.22 1.03 1.57
C: -1.25 0.13 0.49
C: 1.96 -1.68 -0.89
C: -1.68 -1.31 0.66
N: 2.60 -2.78 -0.97
N: 1.42 -0.66 -1.16
F: -0.64 -2.15 0.34
H: 0.21 3.72 -0.09
H: 0.30 1.95 -1.94
H: -0.53 3.01 2.21
H: -0.99 -0.06 -1.64
H: -1.43 0.66 2.60
H: -1.82 -1.60 1.77
H: 3.62 -2.63 -0.97
H: 2.28 -3.70 -0.81
H: 1.24 0.30 -1.01
H: -2.39 -1.52 -0.11



2.
Density functional theory data (wB97M-V/def2-TZVPD) for C8H10FeO4S as an isolated structure.

Summary:
relative energy (zero: lowest compared OMol25 entry of this formula, charge and spin)	0.00	kJ/mol
total charge	+3
expectation value of S²	8.80
molar mass	258.1	g/mol
spin multiplicity	6
HOMO-LUMO gap (spin up / spin down)	5.473 / 6.447	eV
E_LUMO (spin up / spin down)	-13.6 / -16.8	eV
highest occupied orbital energy (spin up / spin down)	-19.098 / -23.274	eV

Geometry (Å):
Fe: 0.18 0.11 -2.05
O: 0.29 2.50 -0.18
C: 0.27 1.59 -0.92
C: 0.19 -1.53 -1.33
O: 0.21 -2.42 -0.57
C: 1.77 0.05 -1.16
O: 2.70 -0.12 -0.50
C: -1.33 0.13 -1.11
O: -2.23 0.06 -0.37
C: 0.26 0.93 -3.98
H: -0.63 1.56 -4.21
H: 1.20 1.47 -4.21
C: 0.19 -0.49 -4.00
H: 1.06 -1.11 -4.26
H: -0.74 -1.02 -4.27
C: 0.38 -1.21 4.02
S: 0.44 0.08 2.75
C: -1.09 0.86 3.29
H: 0.95 -2.08 3.70
H: -0.65 -1.52 4.18
H: 0.79 -0.83 4.96
H: -0.94 1.20 4.32
H: -1.39 1.70 2.66
H: -1.87 0.09 3.22



3.
Density functional theory data (wB97M-V/def2-TZVPD) for a 2-piece molecular cluster, C8H10N2O overall.

Summary:
relative energy (zero: lowest compared OMol25 entry of this formula, charge and spin)	487.96	kJ/mol
molar mass	150.2	g/mol
HOMO-LUMO gap	9.305	eV
E_LUMO	0.6	eV
highest occupied orbital energy	-8.700	eV

Geometry (Å):
C: -1.45 -1.67 2.36
C: -1.34 -0.52 1.90
C: -1.21 0.81 1.38
C: -1.78 1.98 2.09
N: -2.41 1.48 0.89
H: -1.54 -2.64 2.73
H: -0.31 0.99 0.84
H: -1.22 2.91 2.05
H: -2.34 1.80 3.01
H: -2.19 2.05 0.10
N: -0.14 -1.72 0.07
C: 0.82 -1.12 -0.16
C: 2.07 -0.40 -0.48
C: 2.49 -0.61 -1.93
C: 1.59 0.12 -2.91
O: 0.73 0.89 -2.57
H: 1.90 0.66 -0.29
H: 2.84 -0.75 0.21
H: 3.51 -0.24 -2.08
H: 2.51 -1.67 -2.20
H: 1.80 -0.08 -3.98



4.
Density functional theory data (wB97M-V/def2-TZVPD) for one molecule with the formula C8H10N2O2.

Summary:
relative energy (zero: lowest compared OMol25 entry of this formula, charge and spin)	288.10	kJ/mol
molar mass	166.2	g/mol
HOMO-LUMO gap	9.343	eV
E_LUMO	0.6	eV
highest occupied orbital energy	-8.788	eV

Geometry (Å):
N: -0.83 1.53 -3.61
C: -0.62 1.52 -2.49
C: -0.52 1.41 -1.09
C: 0.78 2.24 -0.47
O: 0.82 3.45 -0.41
O: 1.66 1.50 0.07
N: -0.62 0.10 -0.55
C: 0.42 -0.73 -0.78
C: 0.91 -1.81 -0.11
C: 0.38 -1.94 1.25
C: -0.31 -0.60 1.69
C: -1.34 -0.16 0.63
H: -1.39 1.91 -0.71
H: 1.65 0.45 0.03
H: 0.81 -0.57 -1.82
H: 1.81 -2.37 -0.44
H: -0.30 -2.76 1.32
H: 1.22 -2.27 1.86
H: -0.76 -0.84 2.62
H: 0.26 0.38 1.69
H: -1.95 -1.05 0.38
H: -2.07 0.61 0.92